Density functional theory data (wB97M-V/def2-TZVPD) for a molecular structure, C22H44N3OP3SZr.

Structure (XYZ):
```
75
Properties=species:S:1:pos:R:3:forces:R:3
Zr -0.085 0.231 0.062 0.97 -1.85 1.40
P -2.107 1.806 -0.115 -1.51 1.71 0.23
P -2.091 -1.846 1.403 -1.60 0.58 1.37
P 1.808 1.958 -0.555 1.61 0.89 0.77
H -1.419 -4.257 -0.471 -0.51 0.81 0.63
C -0.917 -3.361 -0.838 0.25 0.03 -0.63
C 0.324 -3.039 -0.410 0.20 1.51 0.48
H 0.542 -2.921 0.663 0.46 -1.83 -0.38
C -3.054 1.920 -1.648 0.04 -0.27 -0.37
C -3.368 1.843 1.186 -0.15 -0.38 0.44
C -1.417 3.479 0.124 0.51 0.04 -0.09
C -2.048 -3.540 2.158 0.84 -0.09 -0.38
C -2.782 -1.103 2.956 0.26 0.31 -0.02
C -3.661 -1.935 0.439 0.36 -0.06 -0.44
C 3.422 1.243 -1.024 -0.01 -0.58 -0.10
C 2.224 2.890 0.962 -0.17 0.12 0.01
C 1.625 3.238 -1.823 -0.42 0.08 -0.46
H -1.446 -2.733 -1.570 0.62 -1.29 -0.88
H 1.112 -2.664 -1.084 -0.70 0.64 0.20
H -3.779 2.737 -1.551 0.13 -0.13 -0.03
H -3.591 0.978 -1.821 0.04 0.21 -0.02
H -2.388 2.106 -2.499 -0.29 0.06 0.16
H -3.927 2.783 1.089 0.12 -0.21 -0.10
H -2.894 1.825 2.175 -0.11 0.07 -0.27
H -4.065 1.002 1.102 0.14 0.26 0.04
H -2.265 4.171 0.186 0.18 -0.04 -0.05
H -0.766 3.776 -0.706 -0.20 0.03 0.14
H -0.848 3.531 1.061 -0.23 0.02 -0.16
H -3.077 -3.891 2.309 0.26 0.19 -0.11
H -1.557 -3.465 3.137 -0.07 -0.10 -0.28
H -1.504 -4.255 1.537 -0.15 -0.06 0.35
H -3.652 -1.694 3.287 0.34 0.26 -0.17
H -3.069 -0.054 2.834 0.03 -0.41 0.12
H -2.009 -1.162 3.735 -0.23 0.03 -0.09
H -4.350 -2.634 0.937 0.16 0.31 -0.19
H -3.443 -2.307 -0.567 -0.32 -0.01 0.07
H -4.131 -0.946 0.344 0.12 -0.34 0.06
H 4.166 2.051 -1.021 -0.21 -0.12 0.07
H 3.374 0.841 -2.043 -0.01 0.04 0.16
H 3.741 0.440 -0.345 -0.05 0.45 -0.27
H 3.054 3.561 0.713 -0.12 -0.06 0.21
H 2.520 2.238 1.799 -0.03 0.22 -0.34
H 1.353 3.491 1.257 0.33 -0.08 0.04
H 2.503 3.197 -2.479 -0.15 0.15 0.21
H 1.557 4.222 -1.346 -0.01 -0.14 -0.22
H 0.744 3.064 -2.452 0.13 0.25 0.12
C 0.442 -0.683 -3.866 0.19 0.50 0.39
C 0.085 -0.308 -5.179 -0.56 0.40 -0.51
C 0.568 -1.009 -6.284 0.05 -0.09 0.34
C 1.404 -2.126 -6.094 -0.55 0.46 -0.24
C 1.766 -2.499 -4.795 0.00 0.02 0.90
C 1.329 -1.761 -3.692 0.50 -0.49 -0.26
S -0.161 0.352 -2.543 0.17 -2.68 0.07
H -0.639 -0.839 -1.324 -0.74 0.04 -2.65
H -0.569 0.554 -5.319 0.07 -0.28 -0.11
H 0.273 -0.715 -7.293 0.09 0.00 0.36
H 1.750 -2.705 -6.958 -0.11 0.26 0.39
H 2.393 -3.386 -4.650 -0.19 0.45 0.03
H 1.661 -2.023 -2.698 0.07 -0.05 -0.18
C 0.374 1.245 4.672 -0.16 0.45 0.63
N 1.276 0.508 3.773 0.76 -0.18 0.57
C 2.574 0.176 4.117 -0.26 0.01 -0.75
C 3.366 -0.456 3.195 0.36 -0.05 0.98
C 2.820 -0.810 1.952 0.44 -0.05 -1.66
N 1.543 -0.465 1.630 0.19 0.18 0.36
C 0.859 0.231 2.548 -1.89 0.67 -0.60
O -0.294 0.708 2.149 1.13 -0.21 -0.20
N 3.550 -1.350 0.945 -0.63 -0.47 1.14
H 0.186 2.251 4.278 0.06 -0.29 0.05
H 0.879 1.330 5.633 -0.09 0.03 -0.03
H -0.577 0.718 4.821 0.38 0.04 -0.21
H 2.894 0.515 5.100 0.07 -0.27 -0.15
H 4.402 -0.726 3.421 -0.41 0.18 0.06
H 4.476 -1.725 1.162 -0.34 0.03 -0.20
H 3.011 -1.816 0.215 0.57 0.15 0.24
```
Forces are in eV/Å.

Summary:
Kohn-Sham gap (alpha / beta) = 0.1995 / 0.1996 Eh
lowest unoccupied orbital energy (alpha / beta) = -14.40 / -14.40 eV
E_HOMO (alpha / beta) = -0.7286 / -0.7286 Eh
net charge = +4

Density functional theory data (wB97M-V/def2-TZVPD) for a molecular structure, C22H44N5O6SZr.

Structure (XYZ):
```
79
Properties=species:S:1:pos:R:3:forces:R:3
Zr -0.143 0.088 -0.292 -0.14 0.10 0.25
C 2.518 -0.039 1.998 0.00 0.00 0.01
O 1.317 0.641 1.611 0.09 0.05 -0.04
C 1.197 1.892 2.307 -0.03 -0.02 -0.02
C 0.217 2.727 1.532 -0.02 0.03 0.00
O -0.870 1.859 1.212 0.01 -0.03 -0.04
C -2.159 2.435 1.530 0.00 -0.04 -0.01
H 2.485 -0.261 3.066 0.00 -0.02 0.00
H 3.389 0.585 1.790 -0.01 0.01 0.01
H 2.587 -0.949 1.417 -0.01 -0.01 0.01
H 2.173 2.382 2.348 0.01 -0.01 0.01
H 0.851 1.694 3.325 0.00 0.01 0.00
H 0.648 3.108 0.603 0.02 0.01 0.02
H -0.129 3.569 2.132 0.01 0.01 0.01
H -2.188 2.634 2.602 0.00 0.01 0.00
H -2.917 1.716 1.248 0.01 0.00 0.00
H -2.307 3.344 0.951 0.00 0.01 0.02
O -3.076 2.385 -1.243 0.00 -0.01 -0.02
S -2.375 1.197 -1.602 -0.16 -0.02 -0.05
O -2.717 0.555 -2.841 0.01 0.03 0.04
O -0.828 1.468 -1.612 0.01 -0.01 -0.04
O -2.355 0.169 -0.459 0.13 -0.04 -0.05
C 3.507 4.240 -0.413 0.00 -0.01 0.01
C 2.824 3.225 -1.291 0.04 0.04 -0.23
C 2.401 3.563 -2.571 -0.07 -0.14 -0.05
C 1.797 2.626 -3.414 0.08 0.06 0.16
C 1.300 3.025 -4.775 -0.02 -0.01 0.02
C 1.603 1.337 -2.939 -0.01 0.16 -0.10
C 1.996 0.964 -1.653 -0.01 -0.06 0.05
C 2.628 1.919 -0.857 0.01 -0.04 0.18
N 1.689 -0.361 -1.145 0.06 0.01 -0.06
C 2.633 -1.425 -1.594 0.01 0.03 0.00
C 2.559 -1.696 -3.103 -0.05 0.01 0.02
C 2.323 -2.716 -0.837 -0.01 0.01 0.01
C 4.074 -1.016 -1.274 0.01 -0.03 0.00
H 4.488 4.503 -0.811 0.00 0.00 -0.01
H 3.655 3.857 0.597 0.00 0.00 0.00
H 2.927 5.161 -0.349 -0.01 0.00 0.00
H 2.543 4.578 -2.926 -0.01 0.00 -0.01
H 0.307 3.472 -4.694 0.00 0.00 -0.01
H 1.221 2.163 -5.436 0.00 0.00 -0.01
H 1.957 3.758 -5.240 0.01 0.00 0.00
H 1.079 0.624 -3.564 0.02 -0.01 0.00
H 3.006 1.642 0.116 -0.04 -0.06 -0.01
H 1.562 -1.994 -3.432 0.01 -0.01 -0.01
H 3.243 -2.506 -3.357 0.00 0.00 -0.02
H 2.855 -0.821 -3.679 0.02 0.01 0.00
H 1.267 -2.998 -0.885 0.01 -0.02 0.00
H 2.600 -2.634 0.215 0.01 0.00 0.00
H 2.898 -3.541 -1.256 0.00 -0.01 0.00
H 4.361 -0.122 -1.827 0.00 0.00 0.00
H 4.758 -1.818 -1.556 0.00 0.00 0.00
H 4.204 -0.821 -0.208 0.00 0.01 -0.01
C -1.791 -0.822 2.389 0.03 0.00 -0.02
C -2.168 -1.805 3.521 -0.01 -0.01 0.01
N -1.889 -3.180 3.122 -0.01 0.00 0.00
C -2.488 -3.412 1.812 0.01 0.00 -0.02
C -1.767 -2.574 0.735 0.01 0.01 0.01
N -0.926 -1.515 1.381 -0.07 -0.04 0.03
C 0.151 -2.205 2.150 -0.02 0.02 -0.02
C -0.448 -3.350 2.998 0.01 0.02 0.03
H -1.243 0.037 2.773 -0.01 0.00 0.02
H -2.668 -0.459 1.856 0.00 -0.01 0.00
H -3.228 -1.711 3.762 0.00 0.00 0.01
H -1.606 -1.594 4.432 0.00 0.01 0.00
H -3.544 -3.146 1.865 0.00 -0.01 0.01
H -2.427 -4.473 1.571 -0.01 0.00 0.00
H -2.470 -2.088 0.072 -0.01 -0.01 0.00
H -1.105 -3.189 0.124 0.00 0.00 0.01
H 0.608 -1.457 2.793 0.02 0.00 0.01
H 0.901 -2.577 1.455 0.01 -0.01 -0.01
H 0.007 -3.354 3.990 -0.01 -0.01 0.00
H -0.256 -4.323 2.545 0.01 0.01 -0.01
N -1.951 -2.205 -2.234 0.02 0.02 0.00
N -0.722 -1.478 -2.033 0.07 -0.02 -0.07
H -1.973 -2.512 -3.202 -0.02 0.00 0.00
H -2.691 -1.513 -2.150 0.00 -0.01 0.00
H -0.578 -0.819 -2.803 -0.01 0.01 0.01
H 0.032 -2.152 -2.098 -0.01 0.01 -0.02
```
Forces are in eV/Å.

Summary:
Kohn-Sham gap = 0.3190 Eh
lowest unoccupied orbital energy = -2.70 eV
E_HOMO = -0.4181 Eh
net charge = +1

no.,E_tot (a.u.),largest force on an atom (hartree/bohr)
1,-2571.98170,0.053
2,-2035.04996,0.006